<1>
# CH6N3O

A gas-phase ion, CH6N3O (charge +1) (ωB97M-V with the def2-TZVPD basis set, the Open Molecules 2025 dataset).

Values from the calculation:
HOMO	-13.670	eV
HOMO-LUMO gap	9.6	eV
SMILES string	[NH3+]N/C=N/O
2S+1	1
net charge	+1

Each line ends with the Mulliken charge.
Cartesian coordinates (Å):
1 C -1.005 0.740 0.017  -0.0082
2 N 0.434 0.675 0.216  -0.2386
3 N -1.719 -0.318 -0.148  -0.3373
4 N 1.227 -0.494 0.103  -0.1245
5 O -3.058 -0.159 0.048  -0.3461
6 H -1.352 1.677 0.279  0.4253
7 H 0.898 1.554 0.056  0.2516
8 H 1.948 -0.551 0.734  0.3243
9 H 0.703 -1.237 0.438  0.3292
10 H 1.627 -0.608 -0.827  0.3464
11 H -3.620 -0.762 -0.512  0.3779

---

<2>
# CH6N3O

2 unconnected molecules or ions with the total composition CH6N3O (ωB97M-V with the def2-TZVPD basis set, the Open Molecules 2025 dataset).

Values from the calculation:
HOMO	-13.893	eV
HOMO-LUMO gap	9.2	eV
2S+1	1
net charge	+1

Each line ends with the Mulliken charge.
Cartesian coordinates (Å):
1 C -0.530 0.097 0.807  -0.1631
2 N -3.029 -0.920 -0.264  -0.0306
3 N 0.537 0.648 0.395  0.2848
4 N 1.303 0.098 -0.580  -0.5149
5 O -2.396 0.030 -0.631  -0.2129
6 H -1.065 0.614 1.639  0.2820
7 H -0.891 -0.837 0.438  0.2783
8 H 0.933 1.448 0.897  0.2971
9 H -4.004 -1.022 -0.818  0.2768
10 H 0.829 -0.819 -0.873  0.2622
11 H 2.163 0.437 -0.971  0.2403

---

<3>
# CH6N3O

A gas-phase ion, CH6N3O (charge +1) (ωB97M-V with the def2-TZVPD basis set, the Open Molecules 2025 dataset).

Values from the calculation:
HOMO (spin up / spin down)	-14.870 / -14.869	eV
HOMO-LUMO gap (spin up / spin down)	9.3 / 9.3	eV
SMILES string	CN(N)[NH+]=O
2S+1	1
net charge	+1

Each line ends with the Mulliken charge.
Cartesian coordinates (Å):
1 C 0.566 0.566 -0.610  -0.5889
2 N -1.542 -0.510 0.424  -0.5345
3 N 0.284 -0.326 1.658  0.2841
4 N -0.254 -0.125 0.494  0.4900
5 O -0.388 -0.757 2.641  -0.5479
6 H 0.008 1.338 -1.012  0.3081
7 H 0.734 -0.102 -1.390  0.3459
8 H 1.483 0.867 -0.139  0.3086
9 H -2.026 -0.556 -0.461  0.2451
10 H -1.954 -0.548 1.453  0.3641
11 H 1.236 0.097 1.885  0.3255

---

<1> is the most stable structure shown above.